(1)
{
  "formula": "C6H11CsN2",
  "method": "ωB97M-V/def2-TZVPD",
  "elements": ["Cs", "C", "C", "N", "C", "C", "N", "C", "C", "H", "H", "H", "H", "H", "H", "H", "H", "H", "H", "H"],
  "xyz": [[-0.98703, 3.94551, 1.28359], [0.78951, 1.92992, 1.61176], [1.26329, 1.41810, 0.23013], [0.41316, 0.36203, -0.38089], [-0.82715, 0.43410, -1.07153], [-1.36457, -0.80684, -1.25653], [-0.45590, -1.66853, -0.67821], [0.57205, -0.94687, -0.19007], [-0.66483, -3.08002, -0.72094], [1.64912, 2.17944, 2.23378], [0.06067, 1.32243, 2.14827], [0.21177, 2.84639, 1.49176], [2.28260, 1.05138, 0.35104], [1.29139, 2.32557, -0.37303], [-1.25911, 1.41932, -1.16721], [-2.29576, -1.03669, -1.75299], [1.25600, -1.44986, 0.47747], [-0.33099, -3.44613, 0.24994], [0.06314, -3.42457, -1.45542], [-1.66744, -3.37467, -1.03086]],
  "forces_ev_per_a": [[-7.12, 7.02, -1.09], [0.34, -0.49, 0.02], [-0.44, 0.20, 0.82], [-1.53, -1.26, -0.58], [0.29, 1.48, 0.80], [1.33, 1.80, 0.48], [-0.84, 2.58, -0.67], [-0.37, -1.71, 0.85], [1.85, -1.26, 0.15], [-0.03, -0.31, 0.14], [0.41, -0.69, 0.12], [6.14, -5.56, 0.82], [-0.19, -0.20, -0.43], [0.13, -0.52, -0.81], [-0.05, -0.21, -0.68], [0.20, -0.41, 0.14], [0.58, 0.33, -0.30], [-0.54, -0.54, -0.08], [-0.26, -0.57, -0.07], [0.12, 0.33, 0.38]],
  "e_tot_ha": -364.19793,
  "e_above_lowest_ev": 4.146,
  "charge": 2
}

(2)
{
  "formula": "C21H43BO2P2Zn",
  "method": "ωB97M-V/def2-TZVPD",
  "elements": ["P", "P", "C", "C", "H", "H", "H", "H", "C", "H", "H", "H", "C", "H", "H", "H", "C", "H", "H", "H", "C", "H", "H", "H", "Zn", "C", "C", "C", "C", "C", "C", "C", "C", "C", "H", "H", "H", "H", "H", "H", "H", "H", "H", "H", "H", "H", "H", "H", "H", "C", "C", "C", "O", "B", "O", "C", "C", "C", "H", "H", "H", "H", "H", "H", "H", "H", "H", "H", "H", "H"],
  "xyz": [[3.00492, 3.25418, -1.05141], [2.31770, 0.17466, -3.15170], [3.87984, 2.61548, -2.51740], [3.00290, 1.85342, -3.54670], [4.71378, 1.98895, -2.15076], [4.28744, 3.52841, -2.98284], [2.16389, 2.47511, -3.90562], [3.63124, 1.67555, -4.43512], [3.70937, -0.95439, -3.05150], [3.32503, -1.96047, -2.83335], [4.42117, -0.62585, -2.27974], [4.23448, -0.97343, -4.01883], [1.33117, -0.16231, -4.63025], [1.96845, -0.44893, -5.47695], [0.76375, 0.73820, -4.91105], [0.63580, -0.97979, -4.39984], [4.27283, 4.02215, -0.00848], [3.81349, 4.22202, 0.97673], [4.60515, 4.96718, -0.47214], [5.11238, 3.30870, 0.08855], [2.12500, 4.68336, -1.79882], [1.60752, 4.40769, -2.72416], [2.84091, 5.47850, -2.02232], [1.37856, 5.05639, -1.09368], [4.09573, -2.04349, 1.48219], [-0.62355, 0.05623, -2.14952], [0.77380, -0.10418, -1.78356], [1.41480, 0.64416, -0.58491], [0.53325, 1.43168, 0.40208], [0.31566, 2.93486, 0.12196], [-0.62026, 3.32407, -0.76795], [-0.73630, 2.56091, -2.03286], [-1.49007, 1.20631, -1.88526], [-1.42182, -0.36088, 2.32233], [-1.17249, -0.87459, -2.30523], [0.98385, -1.19961, -1.72596], [2.19984, 1.35382, -0.95379], [2.03546, -0.09348, -0.03638], [-0.42741, 0.90548, 0.42372], [1.02034, 1.31628, 1.38218], [0.71594, 3.61333, 0.88620], [-1.19406, 4.27857, -0.71389], [0.28769, 2.28893, -2.37781], [-1.22118, 3.17103, -2.79955], [-2.02025, 1.11346, -0.92283], [-2.30716, 1.21520, -2.62814], [-2.04217, 0.45627, 1.93175], [-0.81665, -0.75547, 1.48878], [-0.76957, 0.03508, 3.10279], [-4.04932, -2.85941, 5.15893], [-2.96992, -3.23506, 4.14382], [-2.19844, -4.44555, 4.64320], [-2.03998, -2.13204, 4.07360], [-2.31324, -1.47539, 2.89659], [-3.37373, -1.97956, 2.17171], [-3.52898, -3.32801, 2.65445], [-2.70137, -4.24831, 1.74996], [-4.98896, -3.69605, 2.50687], [-4.69820, -3.70986, 5.40047], [-4.67089, -2.03294, 4.79005], [-3.57957, -2.54123, 6.09701], [-1.73853, -4.24078, 5.61903], [-2.85288, -5.31927, 4.75995], [-1.39357, -4.72273, 3.95233], [-2.83383, -5.29738, 2.03207], [-3.02525, -4.12732, 0.70839], [-1.62782, -4.02660, 1.78824], [-5.63996, -3.01628, 3.06306], [-5.26903, -3.66803, 1.44733], [-5.16675, -4.71694, 2.86402]],
  "forces_ev_per_a": [[-1.25, 0.21, 0.36], [-0.83, 1.46, -0.36], [0.39, 0.20, -0.22], [0.64, 0.03, -0.45], [-0.24, 0.21, -0.30], [0.27, -0.54, -0.29], [0.22, -0.26, 0.31], [-0.11, 0.22, 0.04], [0.61, -0.24, -0.71], [0.22, 0.25, 0.07], [-0.36, -0.19, -0.13], [0.04, -0.20, 0.25], [0.71, -0.33, -0.68], [-0.16, 0.05, 0.04], [0.09, -0.38, 0.31], [0.02, 0.31, -0.02], [0.44, 0.49, -0.31], [0.39, -0.08, -0.44], [0.24, -0.26, 0.40], [-0.32, 0.46, 0.15], [0.42, 0.36, 0.05], [0.06, -0.08, 0.23], [-0.03, 0.12, -0.13], [0.14, -0.03, -0.16], [-0.02, 0.02, -0.02], [2.29, -1.77, 0.52], [-2.85, -0.59, 1.73], [1.09, -0.17, -0.48], [0.89, -0.16, -0.73], [-1.49, -0.45, 0.95], [0.95, 1.18, 0.35], [-0.54, -1.11, -0.04], [-0.70, 0.96, -0.88], [0.00, 0.51, 0.18], [0.36, 0.04, -0.32], [-0.06, 0.63, -0.08], [-1.11, -1.03, 0.50], [-0.46, 0.03, -0.03], [0.29, 0.56, 0.18], [-0.35, 0.24, -0.17], [-0.63, -0.18, -0.01], [1.03, -0.44, 0.04], [-0.58, 0.43, 0.01], [0.16, -0.05, 0.01], [0.18, 0.33, 0.09], [0.12, -0.06, 0.19], [0.22, -0.12, -0.04], [-0.24, 0.09, 0.34], [0.14, 0.09, -0.21], [-0.18, 0.11, 0.07], [-0.35, -0.18, 0.18], [0.16, -0.42, -0.17], [-0.33, -0.20, -0.64], [0.16, 0.15, -0.31], [0.48, -0.35, 0.48], [-0.06, -0.25, 0.12], [0.19, -0.02, -0.03], [-0.32, -0.27, 0.24], [0.07, 0.13, -0.19], [0.16, -0.16, 0.11], [0.03, -0.03, -0.24], [-0.21, 0.10, -0.23], [0.05, 0.19, -0.05], [-0.15, 0.11, 0.16], [-0.02, 0.11, -0.02], [0.01, 0.03, 0.27], [-0.19, 0.07, 0.06], [0.10, -0.09, -0.15], [0.09, 0.08, 0.21], [0.00, 0.11, 0.01]],
  "e_tot_ha": -3463.20767,
  "e_above_lowest_ev": 1.172
}

(3)
{
  "formula": "C8H28O8",
  "method": "ωB97M-V/def2-TZVPD",
  "elements": ["C", "O", "H", "H", "H", "H", "C", "O", "H", "H", "H", "H", "C", "O", "H", "H", "H", "H", "C", "O", "H", "H", "H", "H", "C", "C", "O", "O", "H", "H", "H", "H", "H", "H", "C", "C", "O", "O", "H", "H", "H", "H", "H", "H"],
  "xyz": [[-16.67519, -12.36339, -28.55073], [-17.82674, -13.22492, -28.55687], [-16.51227, -11.70903, -29.40710], [-16.66009, -11.69556, -27.68939], [-15.81828, -12.98365, -28.28790], [-18.61362, -12.79659, -28.90175], [-21.93053, -11.70379, -22.13076], [-20.75936, -12.38368, -22.46578], [-22.55367, -11.17314, -22.85063], [-22.57711, -12.39931, -21.59569], [-21.70587, -10.98907, -21.33906], [-20.66580, -12.40001, -23.42108], [-14.50201, -12.37374, -25.14462], [-15.12269, -11.10244, -24.83769], [-13.47811, -12.50785, -24.79574], [-15.17566, -13.16705, -24.82062], [-14.42545, -12.41311, -26.23122], [-15.91439, -11.02839, -25.37558], [-19.43168, -10.48305, -25.92559], [-18.25166, -10.56875, -25.23790], [-19.30738, -10.82446, -26.95324], [-20.24242, -11.03500, -25.45002], [-19.78316, -9.46878, -25.73633], [-18.06298, -9.74401, -24.78425], [-15.97749, -7.67712, -24.46187], [-17.08500, -6.68529, -24.75586], [-17.20190, -5.81555, -23.67673], [-16.57688, -8.72262, -23.71198], [-15.03937, -7.22396, -24.14140], [-15.71415, -8.09291, -25.43442], [-17.94981, -7.32312, -24.93854], [-16.81462, -6.24632, -25.71622], [-17.72356, -6.24644, -22.99568], [-15.88505, -9.34129, -23.46660], [-21.85423, -15.69449, -24.56432], [-21.89547, -14.26756, -25.26320], [-20.78094, -13.46151, -24.88118], [-23.02782, -16.52127, -24.82514], [-21.72132, -15.46598, -23.50686], [-20.93480, -16.14464, -24.93862], [-22.85070, -13.83046, -24.97237], [-22.07358, -14.33460, -26.33646], [-20.03619, -13.64015, -25.46000], [-23.78201, -15.94771, -24.67078]],
  "forces_ev_per_a": [[-0.15, -0.04, 1.23], [0.64, 0.22, -0.13], [-0.12, -0.56, -0.40], [-0.65, 0.34, 0.23], [0.02, -0.27, -0.83], [0.20, 0.33, -0.06], [-0.61, -0.01, 2.05], [0.19, 0.45, -0.45], [0.52, -0.22, -0.72], [-0.44, -0.26, -0.21], [0.19, 0.43, -0.09], [0.09, -0.33, -0.13], [-1.06, 0.58, -1.03], [1.14, -0.28, 0.52], [-0.32, 0.49, 0.61], [0.34, -0.24, 0.17], [0.06, -0.34, -0.18], [-0.33, -0.09, 0.02], [-1.57, 0.79, 0.51], [1.99, -0.90, 0.68], [-0.20, 0.45, -0.15], [0.10, -0.72, -0.04], [-0.33, 0.38, -1.31], [0.30, -0.01, 0.29], [-0.55, -0.61, -2.02], [1.44, -1.39, 0.05], [-0.68, 1.07, -0.03], [0.46, 0.39, 0.77], [-0.28, 0.02, 0.97], [0.18, -0.30, -0.37], [-0.50, 0.29, 0.05], [-0.26, 0.96, 0.33], [0.02, -0.05, 0.06], [0.05, -0.46, 0.04], [-0.17, 1.35, -0.87], [-0.97, -1.35, 0.40], [-0.79, -0.41, -0.56], [1.60, 0.97, 0.01], [-0.10, -0.30, 0.16], [-0.35, -0.69, 0.07], [0.25, 0.69, 0.67], [0.79, -0.25, -0.30], [0.07, -0.09, -0.13], [-0.23, -0.03, 0.09]],
  "e_tot_ha": -923.36286,
  "smiles": "OCCO.OCCO.CO.CO.CO.CO",
  "e_above_lowest_ev": 4.285
}

(4)
{
  "formula": "HN5",
  "method": "ωB97M-V/def2-TZVPD",
  "elements": ["N", "N", "N", "N", "N", "H"],
  "xyz": [[1.31311, 0.08089, -1.25215], [0.18385, -0.09044, -1.33165], [0.79952, 0.11278, 0.99720], [-0.86360, -0.20804, -0.74764], [-0.33315, -0.00277, 0.82575], [-1.09972, 0.10759, 1.50850]],
  "forces_ev_per_a": [[0.98, 0.02, 0.00], [0.22, 0.04, 0.59], [0.78, 0.21, 0.58], [-2.57, -0.22, -0.31], [0.64, 0.30, -0.21], [-0.05, -0.35, -0.66]],
  "e_tot_ha": -274.22264,
  "e_above_lowest_ev": 2.265
}

(5)
{
  "formula": "C5H12NS",
  "method": "ωB97M-V/def2-TZVPD",
  "elements": ["C", "N", "C", "C", "S", "C", "C", "H", "H", "H", "H", "H", "H", "H", "H", "H", "H", "H", "H"],
  "xyz": [[1.14188, -0.95795, 0.19430], [0.47392, 0.33870, 0.35910], [-1.04490, 0.17601, 0.26795], [-1.70393, 1.46351, 0.80412], [-3.58058, 1.29022, 0.42041], [-1.32482, 0.12137, -1.27803], [2.71705, -0.84183, -0.02876], [0.83558, -1.46712, -0.75324], [1.04550, -1.89518, 0.88575], [0.59790, 0.41738, 1.38054], [-1.22995, -0.68447, 0.80705], [-1.29631, 2.39531, 0.31494], [-1.67788, 1.45864, 1.87543], [-1.00966, 1.14782, -1.82949], [-0.76503, -0.75254, -1.79203], [-2.43097, -0.05437, -1.43358], [2.80954, -0.19259, -0.92122], [3.31693, -1.77216, -0.08733], [3.12574, -0.19077, 0.81409]],
  "forces_ev_per_a": [[1.93, -3.09, -1.84], [0.21, -1.72, 2.00], [2.06, 3.65, -3.45], [-1.72, -0.88, -1.25], [0.84, 0.49, 0.53], [0.01, -0.27, -1.11], [-0.79, 2.22, 1.07], [-0.22, 0.75, 0.48], [-0.59, 2.01, 0.01], [0.07, 0.98, -0.37], [-1.40, -1.83, 0.93], [-0.19, -1.12, 0.65], [0.46, 0.44, 0.65], [-0.69, -2.36, 1.52], [-0.72, 1.41, 0.76], [1.31, 0.41, 0.11], [0.37, -0.58, 0.23], [-0.70, 0.42, -0.07], [-0.25, -0.93, -0.85]],
  "e_tot_ha": -650.61852,
  "smiles": "CCN[C@H](C)C[S-]",
  "e_above_lowest_ev": 1.559,
  "charge": -1
}

(6)
{
  "formula": "C11H12BrClSc",
  "method": "ωB97M-V/def2-TZVPD",
  "elements": ["C", "C", "C", "H", "C", "C", "H", "H", "H", "H", "Sc", "Br", "C", "C", "C", "H", "C", "C", "H", "H", "H", "H", "Cl", "C", "H", "H"],
  "xyz": [[1.46824, -0.98261, 1.44840], [0.66479, -1.62271, 2.44716], [0.07154, -2.77577, 1.81658], [0.56866, -1.33522, 3.50670], [0.47446, -2.82961, 0.41617], [1.35216, -1.70714, 0.19205], [1.86579, -1.47931, -0.73426], [2.05686, -0.08697, 1.61870], [-0.56675, -3.46670, 2.38019], [0.10102, -3.53901, -0.38007], [-0.78592, -0.79288, 0.82951], [-0.54104, 1.60665, 1.39072], [-0.44851, 2.21453, -2.62710], [0.76043, 1.63844, -3.11720], [1.82246, 2.03753, -2.24842], [0.86191, 1.00672, -4.01000], [1.26730, 2.86205, -1.23276], [-0.13333, 2.98596, -1.47742], [-0.84287, 3.56674, -0.87945], [-1.45309, 2.09320, -3.05224], [2.88231, 1.77117, -2.35210], [1.80663, 3.31363, -0.39015], [-3.86531, -0.11720, 0.63235], [-2.98377, -1.18519, 1.70758], [-3.18703, -0.96200, 2.78215], [-3.21694, -2.21428, 1.33290]],
  "forces_ev_per_a": [[0.35, -0.98, -0.41], [0.80, -1.07, -1.05], [0.31, 0.04, -0.06], [-0.04, -0.10, -0.86], [-0.24, 0.34, 0.65], [-0.32, -0.35, 1.78], [-0.24, 0.25, 0.11], [-0.21, -0.17, -0.25], [0.18, 0.26, -0.64], [0.57, 0.85, 1.21], [-2.36, 1.89, -0.12], [-0.15, -0.41, 0.41], [0.21, 0.05, 0.21], [0.13, -0.10, 0.35], [-0.43, -0.02, 0.00], [-0.05, 0.29, 0.40], [-0.43, 0.09, -0.34], [0.56, -0.12, -0.30], [0.29, -0.30, -0.23], [0.48, 0.08, 0.08], [-0.47, 0.10, 0.01], [-0.20, -0.19, -0.42], [-0.44, 0.75, -0.62], [1.98, -1.35, 0.11], [-0.10, -0.45, -1.02], [-0.19, 0.63, 1.00]],
  "e_tot_ha": -4221.31060,
  "e_above_lowest_ev": 2.630,
  "charge": -1
}

Number 1: HOMO level -0.63162 hartree, gap between HOMO and LUMO 10.660 eV. Number 2: HOMO level -0.19218 hartree, gap between HOMO and LUMO 5.443 eV. Number 3: HOMO level -0.35348 hartree, gap between HOMO and LUMO 10.021 eV. Number 4: HOMO level -0.36377 hartree, gap between HOMO and LUMO 9.989 eV. Number 5: HOMO level -0.08635 hartree, gap between HOMO and LUMO 5.890 eV. Number 6: HOMO level -0.09206 hartree, gap between HOMO and LUMO 4.727 eV.